1.
# C2H4ClN2P

One molecule with the formula C2H4ClN2P in a non-equilibrium geometry (ωB97M-V with the def2-TZVPD basis set, the OMol25 dataset).

- Frontier orbital gap: 0.374 Ha
- Structure (SMILES): ClP1N=CCN1
- HOMO energy: -9.4 eV
- ΔE to the lowest compared entry with this formula, charge and spin: 0.0 kJ/mol
- 2S+1: 1
- LUMO level: 0.823 eV

XYZ file:
```
10
Properties=species:S:1:pos:R:3:forces:R:3:mulliken_charge:R:1
Cl -0.405782 1.080329 2.518543 -0.22 -0.18 0.72 -0.253
P 1.038690 0.992159 1.030399 -0.54 0.31 -1.24 0.154
N -0.180629 1.600138 -0.136298 1.01 -0.11 0.43 -0.463
C -0.617221 0.631553 -0.815929 -1.37 0.76 -0.77 -0.096
C -0.111063 -0.754997 -0.609908 2.69 0.86 -1.30 -0.208
N 0.947505 -0.527924 0.336318 2.74 -1.61 1.28 -0.267
H -1.596932 0.781619 -1.322806 0.88 -0.17 -0.28 0.341
H -0.924579 -1.145232 -0.169053 -3.02 -2.27 1.69 0.223
H 0.174385 -1.398862 -1.479859 -0.15 0.89 0.52 0.311
H 1.675627 -1.258783 0.648594 -2.01 1.52 -1.04 0.260
```
Forces are in eV/Å.


2.
# C2H4ClN2P

One molecule with the formula C2H4ClN2P in a non-equilibrium geometry (ωB97M-V with the def2-TZVPD basis set, the OMol25 dataset).

- Frontier orbital gap (spin up / spin down): 0.244 / 0.345 Ha
- HOMO energy (spin up / spin down): -8.2 / -9.6 eV
- ΔE to the lowest compared entry with this formula, charge and spin: 428.9 kJ/mol
- 2S+1: 1
- LUMO level (spin up / spin down): -1.597 / -0.200 eV

XYZ file:
```
10
Properties=species:S:1:pos:R:3:forces:R:3:mulliken_charge:R:1
C -0.530727 -0.506420 0.011990 -2.89 0.28 -1.68 -0.330
C -0.900281 0.830494 0.619298 0.79 -1.28 0.61 -0.293
N 2.143317 0.653266 0.868389 -0.53 0.99 1.81 -0.294
N 0.522212 -0.512318 -0.991864 1.90 -1.54 -1.14 -0.366
P 2.185475 -0.067991 -0.448705 -1.48 -1.51 -2.60 0.187
Cl -0.975861 2.189304 -0.382121 -0.23 0.10 0.40 -0.128
H -0.372737 -1.081895 0.881111 0.58 -1.26 0.84 0.255
H -1.471968 -0.996211 -0.549457 1.71 1.13 1.18 0.313
H -1.110744 0.829409 1.741398 0.22 0.59 -1.93 0.350
H 0.511318 -1.337639 -1.750035 -0.07 2.50 2.51 0.306
```
Forces are in eV/Å.


3.
# C2H4ClN3O

A 2-piece molecular cluster, C2H4ClN3O overall in a non-equilibrium geometry (ωB97M-V with the def2-TZVPD basis set, the OMol25 dataset).

- Frontier orbital gap: 0.383 Ha
- Structure (SMILES): O=C1CN=NN1.Cl
- HOMO energy: -9.9 eV
- ΔE to the lowest compared entry with this formula, charge and spin: 0.0 kJ/mol
- 2S+1: 1
- LUMO level: 0.464 eV

XYZ file:
```
11
Properties=species:S:1:pos:R:3:forces:R:3:mulliken_charge:R:1
O 0.657790 1.398690 0.354653 -0.18 0.64 -0.12 -0.596
C -0.212237 0.596975 0.127916 -0.01 -1.35 -0.21 0.397
C -0.143010 -0.927121 0.229352 0.65 1.15 0.82 -0.174
N -1.451514 -1.360448 -0.106508 -0.78 -2.77 -0.90 -0.144
N -2.237327 -0.469366 -0.393062 1.61 1.33 0.58 -0.279
N -1.504128 0.746224 -0.273563 -2.25 2.64 -0.58 0.062
H 0.728444 -1.376351 -0.270199 -0.67 -0.02 -0.15 0.273
H -0.049373 -1.167560 1.286073 0.30 -0.09 0.28 0.204
H -2.078101 1.624556 -0.392784 1.34 -1.45 0.23 0.269
Cl 3.466844 -0.069328 -0.203584 0.50 -0.67 0.01 -0.274
H 2.822616 1.003732 -0.358289 -0.51 0.59 0.04 0.262
```
Forces are in eV/Å.


4.
# C2H4ClN3O3

One molecule with the formula C2H4ClN3O3 in a non-equilibrium geometry (ωB97M-V with the def2-TZVPD basis set, the OMol25 dataset).

- Frontier orbital gap: 0.332 Ha
- Structure (SMILES): NNC(=O)[C@H](Cl)[N+](=O)[O-]
- HOMO energy: -9.7 eV
- ΔE to the lowest compared entry with this formula, charge and spin: 260.7 kJ/mol
- 2S+1: 1
- LUMO level: -0.721 eV

XYZ file:
```
13
Properties=species:S:1:pos:R:3:forces:R:3:mulliken_charge:R:1
N -1.527624 -1.112134 1.577374 -0.80 -0.77 0.48 -0.732
N -0.632866 -0.650784 0.622288 0.96 -0.47 -0.98 0.112
C 0.051347 0.479580 0.781336 1.58 1.98 -1.01 0.621
O 0.029403 1.351067 1.638409 -0.08 -2.13 -1.55 -0.559
C 1.086788 0.820687 -0.726031 -0.22 1.89 3.02 -0.171
Cl 0.848543 2.590364 -1.078915 -0.33 -1.01 0.11 -0.116
N 0.662923 -0.050818 -1.817874 -1.00 0.48 -1.29 0.886
O 0.842680 -1.273957 -1.750602 0.17 1.20 0.24 -0.579
O 0.022820 0.527448 -2.678480 0.43 -1.28 0.02 -0.499
H -1.844742 -0.354748 2.200681 0.57 -0.83 -0.40 0.267
H -1.246756 -2.020239 2.009543 -0.07 1.61 -0.22 0.232
H -0.470297 -1.241257 -0.237637 -0.39 0.93 1.53 0.262
H 2.177781 0.934791 -0.540092 -0.82 -1.60 0.07 0.277
```
Forces are in eV/Å.


5.
# C2H4ClNO

One molecule with the formula C2H4ClNO in a non-equilibrium geometry (ωB97M-V with the def2-TZVPD basis set, the OMol25 dataset).

- Frontier orbital gap: 0.363 Ha
- Structure (SMILES): [H]/N=C(/C)OCl
- HOMO energy: -10.6 eV
- ΔE to the lowest compared entry with this formula, charge and spin: 277.5 kJ/mol
- 2S+1: 1
- LUMO level: -0.753 eV

XYZ file:
```
9
Properties=species:S:1:pos:R:3:forces:R:3:mulliken_charge:R:1
H -1.181259 1.716093 -0.422747 -1.48 0.48 -0.59 0.236
N -0.290847 1.402545 -0.152204 0.81 3.50 0.62 -0.558
C -0.111472 0.211599 -0.194109 1.38 -2.91 1.18 0.678
C 1.183028 -0.443653 0.383558 -1.66 1.88 0.04 -0.828
O -0.955843 -0.752854 -0.618801 -1.78 -1.52 -0.25 -0.317
Cl -2.682891 -0.456355 -0.604868 1.58 0.19 -0.08 -0.020
H 0.896095 -0.786313 1.419462 0.56 0.95 -0.72 0.219
H 1.878375 0.514286 0.307259 -0.66 -2.92 0.32 0.289
H 1.264815 -1.405348 -0.117551 1.26 0.34 -0.52 0.302
```
Forces are in eV/Å.


6.
# C2H4ClNO

A 2-piece molecular cluster, C2H4ClNO overall in a non-equilibrium geometry (ωB97M-V with the def2-TZVPD basis set, the OMol25 dataset).

- Frontier orbital gap (spin up / spin down): 0.278 / 0.404 Ha
- Expectation value of S²: 2.0044
- HOMO energy (spin up / spin down): -6.8 / -11.6 eV
- ΔE to the lowest compared entry with this formula, charge and spin: 47.2 kJ/mol
- 2S+1: 3
- LUMO level (spin up / spin down): 0.769 / -0.620 eV

XYZ file:
```
9
Properties=species:S:1:pos:R:3:forces:R:3:mulliken_charge:R:1
C -1.792270 0.065406 -0.178157 -0.02 -0.49 0.00 0.201
C 1.256493 -1.180848 0.073322 2.44 -1.13 -0.46 -0.343
N -1.211812 1.109287 0.165727 0.35 0.43 0.16 -0.504
O 1.436850 0.097720 -0.110194 -1.31 2.02 0.10 -0.382
Cl -3.485093 -0.283913 -0.024341 -0.07 0.10 -0.01 -0.160
H 2.260905 -1.646457 -0.121513 -1.35 -0.96 0.43 0.273
H -1.221628 -0.768974 -0.582496 -0.16 -0.02 -0.07 0.245
H -1.784587 1.844498 0.574958 -0.10 -0.13 -0.08 0.239
H 0.607558 0.616599 0.035682 0.23 0.18 -0.05 0.431
```
Forces are in eV/Å.


7.
# C2H4ClOP

C2H4ClOP as an isolated structure in a non-equilibrium geometry (ωB97M-V with the def2-TZVPD basis set, the OMol25 dataset).

- Frontier orbital gap: 0.334 Ha
- HOMO energy: -8.8 eV
- ΔE to the lowest compared entry with this formula, charge and spin: 235.4 kJ/mol
- 2S+1: 1
- LUMO level: 0.267 eV

XYZ file:
```
9
Properties=species:S:1:pos:R:3:forces:R:3:mulliken_charge:R:1
C 1.109599 -0.217045 -0.226376 3.02 -0.02 0.30 -0.156
C 2.078130 0.561096 0.691852 -0.92 1.63 0.45 -0.403
O 0.431665 0.911071 -0.693454 -0.76 0.84 -1.42 -0.325
P 1.308493 2.027105 0.189706 0.83 -2.23 0.60 0.112
Cl -3.822530 0.925882 -0.164333 -0.46 0.22 -0.60 -0.243
H 1.606092 -0.861190 -1.029612 -0.86 0.99 0.88 0.238
H 0.540584 -0.793775 0.436942 -1.40 -1.18 0.51 0.231
H 2.527772 0.303650 1.679176 0.08 -0.02 -1.33 0.302
H -4.595600 1.291216 -1.150454 0.47 -0.22 0.60 0.244
```
Forces are in eV/Å.


8.
# C2H4ClP

One molecule with the formula C2H4ClP in a non-equilibrium geometry (ωB97M-V with the def2-TZVPD basis set, the OMol25 dataset).

- Frontier orbital gap (spin up / spin down): 0.305 / 0.289 Ha
- Structure (SMILES): C=[PH]=CCl
- HOMO energy (spin up / spin down): -8.4 / -8.1 eV
- ΔE to the lowest compared entry with this formula, charge and spin: 324.0 kJ/mol
- 2S+1: 1
- LUMO level (spin up / spin down): -0.132 / -0.218 eV

XYZ file:
```
8
Properties=species:S:1:pos:R:3:forces:R:3:mulliken_charge:R:1
C -0.909378 -0.326561 -0.175262 1.69 0.38 -1.34 -0.732
P -0.186932 1.321044 -0.172773 -1.21 -0.10 1.43 -0.024
C 1.171137 0.502152 0.693752 -0.39 0.63 -2.34 -0.282
Cl 2.537596 0.015356 -0.181603 0.93 -0.22 -0.68 -0.137
H -0.599644 -1.160218 -0.826772 -0.03 0.64 0.43 0.353
H -1.551714 -0.534261 0.611617 -1.12 -0.59 1.37 0.387
H 0.375136 1.161508 -1.383099 0.87 0.19 -1.49 0.025
H 1.126029 -0.117003 1.501777 -0.75 -0.93 2.62 0.412
```
Forces are in eV/Å.


9.
# C2H4ClPS2

One molecule with the formula C2H4ClPS2 in a non-equilibrium geometry (ωB97M-V with the def2-TZVPD basis set, the OMol25 dataset).

- Frontier orbital gap (spin up / spin down): 0.167 / 0.176 Ha
- HOMO energy (spin up / spin down): -8.0 / -8.3 eV
- ΔE to the lowest compared entry with this formula, charge and spin: 287.0 kJ/mol
- 2S+1: 1
- LUMO level (spin up / spin down): -3.504 / -3.504 eV

XYZ file:
```
10
Properties=species:S:1:pos:R:3:forces:R:3:mulliken_charge:R:1
C -0.134157 -0.656390 0.477914 0.88 1.88 2.22 -0.728
C -1.063980 0.518029 -0.067117 -0.47 -1.14 -1.15 -0.465
P 1.676006 -0.741230 -0.082670 -0.70 0.76 -0.20 0.373
S -0.924591 2.084540 0.580285 0.89 0.98 1.26 -0.144
S 2.672694 0.906329 0.306441 -1.25 -0.34 0.09 -0.198
Cl 1.419146 -0.956911 -2.112657 0.06 -0.07 -0.14 -0.210
H 0.062377 -0.440896 1.605131 -0.55 -0.41 -1.72 0.317
H -0.575196 -1.624729 0.399339 -0.32 -0.66 -0.29 0.457
H -0.998141 0.757645 -1.123360 0.42 -1.08 -0.53 0.278
H -2.134156 0.153613 0.016694 1.03 0.07 0.46 0.320
```
Forces are in eV/Å.


10.
# C2H4CuO

C2H4CuO as an isolated structure in a non-equilibrium geometry (ωB97M-V with the def2-TZVPD basis set, the OMol25 dataset).

- Frontier orbital gap: 0.245 Ha
- HOMO energy: -13.5 eV
- 2S+1: 1
- Total charge: +1
- LUMO level: -6.843 eV

XYZ file:
```
8
Properties=species:S:1:pos:R:3:forces:R:3:mulliken_charge:R:1
O 0.503631 -0.426652 0.122957 0.63 -0.69 0.65 -0.445
Cu 2.556723 -0.691676 -0.974253 -0.78 0.05 0.48 0.916
C -0.597642 -0.008458 0.174639 0.64 2.38 -2.85 0.775
C -1.663803 0.735784 -0.053832 -0.13 -4.18 2.35 -0.995
H -2.380781 0.098074 0.592816 -0.28 1.88 -1.22 0.234
H -1.750674 1.230625 -1.022143 -0.46 -0.21 0.59 0.475
H -0.929165 2.998503 0.264742 1.21 -0.07 -1.59 0.146
H -0.496756 2.841706 -0.390954 -0.83 0.85 1.58 -0.106
```
Forces are in eV/Å.


11.
# C2H4F2NOPS

C2H4F2NOPS as an isolated structure in a non-equilibrium geometry (ωB97M-V with the def2-TZVPD basis set, the OMol25 dataset).

- Frontier orbital gap: 0.364 Ha
- HOMO energy: -9.4 eV
- ΔE to the lowest compared entry with this formula, charge and spin: 66.5 kJ/mol
- 2S+1: 1
- LUMO level: 0.488 eV

XYZ file:
```
12
Properties=species:S:1:pos:R:3:forces:R:3:mulliken_charge:R:1
C 0.051177 -0.463693 -0.077785 0.76 -0.66 1.04 0.772
C -0.003777 -1.860915 -0.692386 0.15 2.38 -0.59 -0.894
N 0.883207 -0.076679 0.823295 -0.36 -0.72 -1.37 -0.614
O -0.825395 0.520591 -0.579615 2.34 -1.42 2.25 -0.286
F -1.406070 2.682523 -0.631615 0.49 -0.18 1.95 -0.269
F 0.841674 2.435440 -0.235675 -0.57 -0.62 0.90 -0.205
P -0.474447 1.822863 0.403461 -0.83 1.56 -2.97 0.706
S -0.826782 1.878351 2.259564 -0.38 0.58 -0.47 -0.305
H 0.158210 -2.587232 0.123494 -0.45 0.15 -0.75 0.326
H -0.958487 -1.884227 -1.311759 1.52 -0.72 0.73 0.271
H 0.957025 -1.720963 -1.281858 -1.32 -1.12 -0.02 0.271
H 1.603666 -0.746060 1.200879 -1.36 0.78 -0.72 0.228
```
Forces are in eV/Å.


12.
# C2H4F2O

One molecule with the formula C2H4F2O in a non-equilibrium geometry (ωB97M-V with the def2-TZVPD basis set, the OMol25 dataset).

- Frontier orbital gap: 0.419 Ha
- Structure (SMILES): OCC(F)F
- HOMO energy: -10.6 eV
- ΔE to the lowest compared entry with this formula, charge and spin: 258.8 kJ/mol
- 2S+1: 1
- LUMO level: 0.821 eV

XYZ file:
```
9
Properties=species:S:1:pos:R:3:forces:R:3:mulliken_charge:R:1
O -1.843435 0.229848 -0.182452 4.12 2.43 0.21 -0.481
C -0.630220 -0.464296 0.341324 1.36 2.39 0.66 -0.312
C 0.897494 0.189583 -0.161441 -3.96 -4.86 -6.70 0.225
F 1.714380 -0.864408 -0.031170 2.03 -1.36 2.91 -0.261
F 1.316784 1.317304 0.184785 1.37 3.73 3.38 -0.192
H -1.413416 1.196682 -0.272994 -2.11 -2.95 0.14 0.332
H -0.628215 -0.294798 1.515595 0.04 -1.08 -2.33 0.260
H -0.534842 -1.496886 -0.088475 -0.49 0.99 0.93 0.277
H 1.121472 0.186973 -1.305171 -2.35 0.72 0.81 0.154
```
Forces are in eV/Å.


| no. | E (eV) |
| --- | --- |
| 1 | -26930.49745 |
| 2 | -26926.05250 |
| 3 | -21177.74967 |
| 4 | -25269.15347 |
| 5 | -18196.21132 |
| 6 | -18194.03504 |
| 7 | -25995.48361 |
| 8 | -23946.13224 |
| 9 | -45618.31559 |
| 10 | -48814.20722 |
| 11 | -31237.63107 |
| 12 | -9618.76569 |